{"formula": "C7H10N3OS2", "method": "wB97M-V/def2-TZVPD", "elements": ["C", "C", "C", "C", "C", "C", "C", "N", "N", "N", "O", "S", "S", "H", "H", "H", "H", "H", "H", "H", "H", "H", "H"], "xyz": [[0.62120, -0.33592, -1.02689], [0.42446, 1.71215, 0.88510], [0.37110, 2.05166, -1.21405], [1.61956, 3.73994, 0.47771], [-0.22941, 0.46019, 1.28100], [-1.41960, -3.11957, -0.93624], [-1.39914, -2.38866, 0.38401], [1.12668, 2.71017, 1.32953], [0.05810, -0.49876, 0.18429], [0.83223, 0.78495, -1.56260], [-0.14970, -1.76904, 0.60789], [2.33768, 5.09133, 0.91245], [1.27094, 3.47027, -1.29240], [1.14921, -1.29143, -1.33369], [0.26959, 0.02211, 2.01997], [-1.26478, 0.35328, 1.59464], [-1.42998, -2.44101, -1.89239], [-0.55182, -3.91665, -0.85527], [-2.45768, -3.72717, -0.97960], [-1.38297, -3.19158, 1.07815], [-2.20404, -1.55749, 0.52756], [1.18079, 3.05785, 2.35516], [1.22758, 0.78339, -2.54432]], "forces_ev_per_a": [[0.11, -4.27, 3.85], [-1.51, -0.44, -4.34], [-0.08, -1.12, 5.17], [-0.83, -1.36, -0.05], [-0.48, 1.45, -3.24], [-1.36, -1.44, -1.47], [-1.69, 1.79, -1.41], [1.13, 3.15, 1.77], [-1.18, 0.22, -1.25], [1.28, 3.22, -5.02], [2.30, -0.57, 0.82], [0.50, 0.53, 0.42], [0.00, 0.19, 0.38], [-1.15, 1.32, -0.40], [2.40, -1.57, 3.58], [-0.50, 0.69, -0.49], [0.39, -1.38, 1.78], [-1.70, 1.68, -0.78], [2.42, 1.28, 0.03], [-0.51, -0.11, 1.34], [0.96, -1.88, -0.15], [-0.31, -0.95, -2.04], [-0.20, -0.42, 1.52]], "homo_ev": [-10.57, -12.52], "spin_multiplicity": 3, "gap_ev": [6.97, 7.08], "s_squared": 2.037, "charge": 1, "lumo_energy_ev": [-3.6, -5.4], "max_force_ev_per_a": 6.1}

{"formula": "C7H10N4", "method": "wB97M-V/def2-TZVPD", "elements": ["C", "C", "C", "C", "C", "C", "C", "N", "N", "N", "N", "H", "H", "H", "H", "H", "H", "H", "H", "H", "H"], "xyz": [[2.75884, -0.62694, -0.02536], [0.70037, -0.00343, -0.04709], [0.75923, -1.36208, -0.08382], [-1.42505, 0.75559, -0.13116], [-2.10689, -0.51110, -0.43158], [-1.56669, -1.70625, 0.38008], [2.36804, 1.85329, -0.05740], [2.06828, -1.74644, -0.05261], [-1.58311, 1.94950, 0.06359], [1.97363, 0.47566, -0.01656], [-0.33165, -2.22230, -0.17776], [3.82974, -0.57969, 0.01166], [-3.18373, -0.40273, -0.24571], [-1.94952, -0.72391, -1.49295], [-1.45431, -1.39316, 1.43324], [-2.30819, -2.50914, 0.33528], [2.59236, 2.16049, -1.08299], [1.54891, 2.46503, 0.31898], [3.25663, 2.00752, 0.55578], [-2.50881, 2.37487, 0.07078], [-0.10101, -3.15385, 0.14238]], "forces_ev_per_a": [[0.10, -0.22, 0.06], [-4.69, 1.16, -0.19], [0.67, 0.82, 0.06], [3.79, -0.45, 0.23], [-0.29, -0.48, 0.06], [0.02, 0.00, 0.01], [0.17, 0.41, -0.15], [0.11, -0.49, -0.11], [0.08, 0.12, 0.06], [-0.04, -0.54, 0.06], [-0.07, -0.39, 0.04], [0.24, 0.09, 0.00], [0.10, 0.09, -0.06], [-0.05, 0.03, 0.02], [-0.01, -0.04, -0.15], [0.06, 0.15, 0.02], [-0.04, 0.03, 0.09], [0.09, -0.04, 0.02], [-0.07, 0.01, 0.00], [-0.13, -0.36, -0.09], [-0.04, 0.10, 0.01]], "homo_ev": -7.23, "gap_ev": 7.93, "charge": 0, "lumo_energy_ev": 0.7, "max_force_ev_per_a": 4.8}

{"formula": "C7H10N4O", "method": "wB97M-V/def2-TZVPD", "elements": ["C", "C", "C", "C", "C", "O", "H", "H", "H", "H", "H", "H", "N", "C", "N", "C", "N", "N", "H", "H", "H", "H"], "xyz": [[2.48414, -2.06939, -0.63413], [2.25287, -0.89225, -0.56705], [1.98912, 0.55412, -0.49316], [2.14219, 1.34804, -1.80656], [0.65429, 1.64275, -1.62412], [0.59605, 0.87918, -0.42111], [2.68769, -3.10233, -0.69725], [2.53379, 0.96373, 0.35259], [2.32370, 0.75698, -2.66601], [2.79984, 2.20390, -1.75519], [-0.01165, 1.23482, -2.38927], [0.39832, 2.70204, -1.44733], [-2.36917, 1.36046, 0.19244], [-1.82120, 0.20620, 0.72467], [-0.61326, 0.08324, 1.23831], [-0.60903, -1.20806, 1.67459], [-1.71322, -1.88677, 1.45945], [-2.49141, -0.95171, 0.84431], [-1.65972, 2.07507, 0.08700], [-2.87903, 1.22714, -0.67312], [0.24034, -1.66757, 2.16050], [-3.44650, -1.15227, 0.60998]], "forces_ev_per_a": [[-0.12, 0.69, 0.01], [-0.02, -0.05, 0.00], [0.26, -0.49, -0.13], [-0.44, 0.38, 0.51], [-0.06, 0.67, -0.28], [0.62, 0.71, -1.42], [0.05, -0.34, -0.01], [0.07, 0.12, 0.17], [0.50, -0.58, -0.73], [0.18, 0.09, -0.03], [0.04, 0.04, -0.05], [0.05, -0.27, -0.07], [0.04, 0.10, -0.20], [0.46, -0.14, 0.38], [-1.29, -0.88, 1.83], [-0.25, 0.06, 0.04], [0.06, 0.03, -0.11], [-0.10, -0.06, -0.09], [-0.07, -0.11, 0.06], [0.08, -0.01, 0.17], [-0.06, 0.09, -0.06], [0.01, -0.06, 0.00]], "homo_ev": -8.49, "smiles": "C#C[C@H]1CCO1.Nc1ncn[nH]1", "gap_ev": 9.27, "charge": 0, "lumo_energy_ev": 0.8, "max_force_ev_per_a": 2.4}

{"formula": "C7H10N4O", "method": "wB97M-V/def2-TZVPD", "elements": ["N", "C", "N", "C", "C", "C", "C", "C", "N", "C", "N", "O", "H", "H", "H", "H", "H", "H", "H", "H", "H", "H"], "xyz": [[3.30599, -1.16948, -0.64851], [2.24592, -0.49313, -0.16897], [1.04349, -0.97273, -0.29280], [-0.15531, -0.22366, -0.08378], [-0.21157, 1.15568, -0.39271], [-1.44501, 1.74054, -0.39182], [-2.61604, 1.03749, -0.21030], [-2.57593, -0.32125, 0.19721], [-3.73841, -1.07924, 0.40897], [-1.31364, -0.92799, 0.25792], [2.50373, 0.66614, 0.47854], [3.84498, 0.79777, 0.86121], [3.08296, -1.99746, -1.15284], [4.02979, -0.60528, -1.08471], [0.63269, 1.70289, -0.76364], [-1.51273, 2.78062, -0.70198], [-3.66212, 1.52832, -0.27092], [-3.65932, -1.89395, 1.02587], [-4.62238, -0.66517, 0.41349], [-1.21594, -2.00910, 0.43287], [1.87914, 1.02803, 1.21812], [4.15969, -0.07904, 0.86879]], "forces_ev_per_a": [[1.91, -0.06, -0.18], [-4.18, -0.08, 0.36], [0.16, 0.12, -0.34], [1.35, 0.01, -0.10], [-0.08, -1.32, 0.33], [-0.86, 0.95, -0.93], [-2.46, -0.31, 1.02], [0.08, 0.42, -0.42], [1.93, -1.18, 0.38], [0.02, -0.34, -0.10], [0.68, 1.16, 0.62], [-0.31, 2.33, 0.09], [-0.39, -0.40, -0.31], [-0.20, -0.18, 0.13], [0.34, 0.05, 0.14], [-0.07, -0.05, 0.14], [1.99, -0.65, 0.03], [0.02, 0.72, -0.57], [-1.10, 0.92, 0.05], [-0.08, 0.54, 0.00], [0.36, -0.72, -0.80], [0.88, -1.92, 0.44]], "homo_ev": -7.46, "smiles": "N/C(=N/c1cccc(N)c1)NO", "gap_ev": 8.25, "charge": 0, "lumo_energy_ev": 0.8, "max_force_ev_per_a": 4.2}

{"formula": "C7H10N4OS", "method": "wB97M-V/def2-TZVPD", "elements": ["C", "C", "C", "C", "C", "C", "C", "N", "N", "N", "N", "O", "S", "H", "H", "H", "H", "H", "H", "H", "H", "H", "H"], "xyz": [[2.14799, -1.47826, -0.49017], [2.32231, -0.08275, -0.44087], [0.82577, -1.94770, -0.19813], [0.05533, 0.38050, -0.03555], [-1.05631, 1.35812, -0.20194], [3.58033, 0.51071, -0.97034], [-3.74593, -0.42139, 0.51839], [1.30130, 0.75130, -0.19282], [-1.37601, -1.49823, 0.19372], [-0.15565, -0.91448, 0.02291], [-1.88026, 0.77001, -1.21113], [0.35985, -3.11216, -0.25682], [-2.58993, -0.52276, -0.84824], [2.75992, -2.30335, -0.88237], [-1.58413, 1.67305, 0.67942], [-0.57025, 2.24387, -0.56076], [3.80009, 1.53281, -0.82690], [3.66680, 0.27100, -1.99806], [4.46146, -0.06043, -0.62114], [-3.31610, -0.60933, 1.50810], [-4.49569, -1.21062, 0.35424], [-4.26032, 0.47278, 0.52103], [-1.16080, -2.47191, -0.04115]], "forces_ev_per_a": [[-1.58, 0.18, 0.40], [-0.53, -1.48, -0.77], [0.17, -0.60, -0.94], [2.05, 0.13, 0.36], [0.54, 0.10, 0.30], [1.50, -1.73, 0.89], [0.36, -2.14, 0.98], [0.54, 1.68, -0.17], [-1.91, 1.90, 0.23], [-0.08, -2.31, 0.23], [-0.16, 0.42, -0.80], [1.18, 1.35, 0.29], [-0.25, -2.07, -0.01], [0.37, 0.97, 0.37], [-0.31, -0.24, 0.88], [0.16, 0.47, -0.40], [-0.38, 1.15, 0.35], [-0.41, 0.10, -1.40], [-0.36, 0.24, 0.41], [0.21, 0.15, -0.35], [0.31, 0.12, -0.12], [-0.97, 2.13, -0.25], [-0.45, -0.54, -0.47]], "homo_ev": -8.65, "gap_ev": 9.24, "charge": 0, "lumo_energy_ev": 0.6, "max_force_ev_per_a": 2.7}

{"formula": "C7H10N5O", "method": "wB97M-V/def2-TZVPD", "elements": ["C", "C", "C", "C", "C", "C", "C", "N", "N", "N", "N", "N", "O", "H", "H", "H", "H", "H", "H", "H", "H", "H", "H"], "xyz": [[-2.14664, 1.97340, -0.10018], [-0.08694, 1.69662, -0.07128], [-0.60510, 0.43065, 0.14607], [0.98195, -1.43296, -0.25046], [3.07463, 1.22952, 1.07499], [2.35652, 0.61288, -0.00983], [-3.20338, -0.15790, -0.05828], [-0.99169, 2.62788, -0.00829], [-1.96191, 0.60370, 0.04971], [-0.16365, -0.89585, 0.15786], [2.09408, -0.71326, -0.36346], [0.95527, -2.73057, -0.52306], [3.49449, 1.21870, -0.28914], [-3.09473, 2.43730, -0.31332], [2.75879, 2.29564, 1.31366], [3.59740, 0.78523, 1.86207], [-3.87758, 0.45527, 0.34636], [-3.54323, -0.18429, -1.13351], [-3.17717, -1.19689, 0.30715], [-0.95966, -1.59193, 0.40551], [2.72582, -1.20294, -0.98784], [0.02397, -2.85130, -1.04361], [1.74875, -3.40890, -0.51111]], "forces_ev_per_a": [[1.24, -0.43, 0.84], [2.28, -2.50, 1.74], [-0.50, 0.74, -1.32], [-0.20, 1.67, 1.35], [-2.00, 3.60, 0.54], [-2.09, 0.75, 0.74], [2.24, -2.66, -3.27], [-1.09, 0.27, -1.65], [-1.38, 2.56, -0.39], [-1.72, -1.89, 0.59], [0.75, -0.93, -0.81], [-1.81, -1.26, -1.56], [1.49, -0.84, -1.48], [-0.18, -0.11, 0.39], [0.08, -1.62, 0.06], [1.22, -1.22, 0.57], [-2.93, 1.59, 2.35], [0.71, -0.35, 0.79], [-0.04, 0.67, 0.25], [2.18, 1.56, -0.47], [0.61, 0.52, 0.03], [2.35, -1.24, 0.98], [-1.20, 1.11, -0.26]], "homo_ev": [-11.48, -11.94], "gap_ev": [7.72, 8.00], "charge": 1, "lumo_energy_ev": [-3.8, -3.9], "max_force_ev_per_a": 4.8}